{
  "formula": "C24H22F6N3O4PmS2Si",
  "method": "ωB97M-V with the def2-TZVPD basis set",
  "gap_ha": [0.1973, 0.1980],
  "multiplicity": 5,
  "e_tot_ha": -3686.491649,
  "e_above_lowest_ev": 0.706,
  "elements": ["Pm", "C", "Si", "C", "C", "N", "C", "C", "C", "C", "C", "C", "F", "H", "H", "H", "H", "H", "H", "H", "H", "H", "H", "H", "H", "H", "F", "C", "C", "C", "F", "C", "F", "C", "F", "C", "F", "O", "S", "O", "N", "C", "S", "C", "C", "C", "C", "C", "C", "H", "H", "H", "H", "N", "C", "C", "O", "O", "H", "H", "H", "H", "H"],
  "xyz": [[0.358, 0.716, -0.040], [1.385, 2.832, 2.233], [0.569, 1.559, 3.374], [1.813, 1.006, 4.647], [-0.840, 2.469, 4.208], [0.144, 0.296, 2.271], [-0.593, -0.805, 2.524], [-1.254, -1.101, 3.745], [-2.041, -2.222, 3.895], [-2.211, -3.127, 2.844], [-1.569, -2.895, 1.630], [-0.798, -1.780, 1.519], [-0.189, -1.572, 0.305], [1.426, 3.810, 2.721], [0.828, 2.980, 1.300], [2.406, 2.536, 1.991], [2.287, 1.873, 5.124], [2.595, 0.407, 4.167], [1.354, 0.395, 5.434], [-0.496, 3.467, 4.493], [-1.205, 1.968, 5.112], [-1.686, 2.584, 3.521], [-1.130, -0.405, 4.571], [-2.537, -2.396, 4.843], [-2.831, -4.004, 2.966], [-1.668, -3.564, 0.783], [2.854, -1.640, 0.994], [3.513, -0.569, 0.477], [2.804, 0.552, 0.120], [3.562, 1.564, -0.417], [2.916, 2.704, -0.793], [4.924, 1.508, -0.606], [5.611, 2.512, -1.157], [5.585, 0.359, -0.216], [6.901, 0.263, -0.378], [4.879, -0.692, 0.338], [5.532, -1.794, 0.715], [0.980, 0.565, -2.262], [-0.303, 0.469, -2.989], [-0.876, 1.725, -3.395], [-1.295, -0.400, -2.032], [-1.745, -1.545, -2.695], [-3.051, -2.487, -2.115], [-1.143, -1.755, -3.937], [-1.355, -2.819, -4.880], [-0.736, -2.742, -6.081], [0.115, -1.620, -6.437], [0.349, -0.576, -5.535], [-0.254, -0.656, -4.310], [-1.998, -3.649, -4.623], [-0.881, -3.538, -6.802], [0.579, -1.586, -7.414], [0.977, 0.267, -5.801], [-4.109, 0.305, -0.874], [-3.373, 1.556, -1.198], [-2.098, 1.591, -0.354], [-1.138, 2.354, -0.629], [-2.071, 0.781, 0.613], [-5.112, 0.421, -0.817], [-3.702, 0.016, 0.024], [-3.878, -0.494, -1.518], [-3.984, 2.425, -0.952], [-3.094, 1.599, -2.244]],
  "lowdin_charge": [1.8329, -0.1738, 0.3756, -0.1656, -0.1728, -0.2071, -0.3430, -0.0310, -0.1026, -0.1064, -0.0338, -0.2391, -0.0624, 0.0428, -0.0003, 0.0238, 0.0327, 0.0339, 0.0288, 0.0281, 0.0241, 0.0308, 0.0921, 0.0999, 0.0924, 0.1087, 0.0533, -0.2490, -0.1423, -0.2759, 0.0393, -0.1559, 0.1116, -0.1465, 0.1217, -0.1564, 0.1121, -0.4106, 0.6551, -0.2551, -0.1795, -0.7592, 0.6803, -0.2143, -0.0203, -0.0493, -0.0161, -0.0359, -0.1976, 0.1042, 0.1095, 0.1058, 0.1290, 0.1695, -0.0491, -0.6893, -0.1052, -0.0748, 0.1612, 0.1366, 0.0247, 0.1430, 0.1167]
}

=====

{
  "formula": "C24H23BeN7Se",
  "method": "ωB97M-V with the def2-TZVPD basis set",
  "charge": 2,
  "gap_ha": 0.3305,
  "e_tot_ha": -3727.590401,
  "elements": ["Be", "C", "N", "C", "C", "N", "C", "C", "C", "C", "C", "C", "N", "C", "N", "C", "C", "C", "C", "C", "C", "N", "H", "H", "H", "H", "H", "H", "H", "H", "H", "H", "H", "H", "H", "H", "H", "C", "N", "C", "Se", "N", "C", "C", "C", "C", "C", "C", "H", "H", "H", "H", "H", "H", "H", "H"],
  "xyz": [[0.098, 0.052, 0.327], [1.910, 1.559, 1.664], [1.388, 0.167, 1.677], [0.747, -0.275, 2.944], [-0.707, -0.457, 2.652], [-1.127, -0.345, 1.410], [-2.495, -0.616, 1.427], [-3.431, -0.645, 0.398], [-4.731, -0.948, 0.744], [-5.096, -1.215, 2.074], [-4.175, -1.189, 3.102], [-2.867, -0.885, 2.744], [-1.697, -0.772, 3.496], [1.139, 2.312, 0.628], [0.247, 1.677, -0.102], [-0.294, 2.619, -0.977], [-1.277, 2.497, -1.955], [-1.584, 3.630, -2.679], [-0.941, 4.854, -2.437], [0.023, 4.990, -1.460], [0.329, 3.844, -0.737], [1.231, 3.608, 0.302], [1.813, 2.025, 2.645], [2.972, 1.555, 1.413], [2.156, -0.462, 1.471], [1.185, -1.222, 3.262], [0.912, 0.446, 3.746], [-3.148, -0.447, -0.627], [-5.492, -0.985, -0.022], [-6.127, -1.448, 2.297], [-4.460, -1.397, 4.123], [-1.610, -0.924, 4.487], [-1.788, 1.559, -2.124], [-2.345, 3.582, -3.446], [-1.219, 5.717, -3.026], [0.505, 5.938, -1.268], [1.841, 4.287, 0.726], [-1.504, -1.372, -3.858], [-0.393, -0.443, -3.739], [0.497, -0.370, -2.745], [0.554, -1.473, -1.223], [1.367, 0.612, -3.026], [1.035, 1.209, -4.237], [1.598, 2.259, -4.949], [0.975, 2.596, -6.136], [-0.162, 1.915, -6.594], [-0.719, 0.869, -5.885], [-0.091, 0.531, -4.692], [-1.512, -2.025, -2.990], [-1.381, -1.967, -4.761], [-2.439, -0.814, -3.916], [2.178, 0.801, -2.463], [2.479, 2.781, -4.604], [1.378, 3.402, -6.732], [-0.608, 2.213, -7.532], [-1.590, 0.342, -6.246]],
  "lowdin_charge": [-0.0494, -0.0390, -0.0421, -0.0380, -0.2472, 0.1045, -0.1726, 0.0006, -0.0515, -0.0470, 0.0131, -0.1551, 0.2087, -0.2470, 0.1126, -0.1814, -0.0064, -0.0475, -0.0457, 0.0141, -0.1571, 0.2089, 0.1410, 0.1495, 0.1362, 0.1514, 0.1397, 0.1050, 0.1164, 0.1196, 0.1251, 0.1870, 0.1112, 0.1185, 0.1200, 0.1255, 0.1871, 0.0029, -0.0581, -0.6555, 0.8847, 0.1405, -0.1742, 0.0091, -0.0498, -0.0468, 0.0160, -0.1584, 0.0554, 0.1139, 0.1061, 0.1635, 0.1217, 0.1184, 0.1191, 0.1229]
}

=====

{
  "formula": "C24H23Br2ClIMoN5O3",
  "method": "ωB97M-V with the def2-TZVPD basis set",
  "charge": 2,
  "gap_ha": [0.2381, 0.2418],
  "multiplicity": 3,
  "e_tot_ha": -7401.546170,
  "e_above_lowest_ev": 1.258,
  "elements": ["Mo", "C", "C", "O", "C", "C", "C", "C", "C", "C", "O", "H", "H", "H", "H", "H", "H", "H", "Cl", "C", "C", "C", "I", "C", "O", "C", "N", "C", "C", "C", "C", "H", "H", "H", "H", "Br", "C", "Br", "H", "H", "N", "C", "C", "N", "C", "H", "H", "H", "H", "C", "N", "C", "C", "N", "H", "H", "H", "H", "H", "H"],
  "xyz": [[-0.113, 0.186, -0.251], [0.235, -2.772, 2.889], [0.638, -1.669, 1.963], [-0.270, -1.119, 1.267], [2.022, -1.299, 1.834], [2.991, -1.608, 2.813], [4.302, -1.232, 2.659], [4.726, -0.579, 1.498], [3.827, -0.321, 0.490], [2.472, -0.649, 0.641], [1.611, -0.398, -0.313], [-0.806, -3.036, 2.716], [0.341, -2.464, 3.927], [0.864, -3.648, 2.735], [2.683, -2.110, 3.715], [5.019, -1.447, 3.434], [5.759, -0.281, 1.390], [4.133, 0.133, -0.442], [-6.255, -1.933, -2.638], [-4.949, -1.037, -1.983], [-5.111, 0.299, -1.668], [-4.072, 1.030, -1.090], [-4.281, 3.034, -0.515], [-2.835, 0.442, -0.879], [-1.805, 0.981, -0.263], [-2.624, -0.887, -1.310], [-1.340, -1.319, -1.169], [-1.122, -2.608, -1.409], [-2.131, -3.490, -1.798], [-3.416, -3.037, -2.012], [-3.692, -1.679, -1.793], [-6.060, 0.777, -1.848], [-0.109, -2.967, -1.271], [-1.895, -4.532, -1.932], [-4.206, -3.700, -2.327], [1.384, -1.243, -3.690], [2.289, -2.954, -3.496], [2.595, -3.358, -1.628], [3.249, -2.888, -4.003], [1.662, -3.736, -3.922], [1.524, 3.098, -2.866], [0.308, 3.006, -3.468], [-0.369, 2.027, -2.802], [0.424, 1.530, -1.801], [1.566, 2.203, -1.875], [2.263, 3.737, -3.125], [0.021, 3.626, -4.293], [-1.359, 1.655, -2.989], [2.408, 2.060, -1.219], [0.490, 3.066, 4.204], [-0.126, 3.067, 2.892], [-1.166, 4.052, 2.645], [0.217, 2.267, 1.959], [0.459, 1.586, 1.029], [-0.280, 2.954, 4.970], [1.008, 4.012, 4.370], [1.202, 2.247, 4.286], [-1.964, 3.931, 3.378], [-1.580, 3.932, 1.644], [-0.755, 5.057, 2.742]],
  "lowdin_charge": [1.7615, 0.0308, -0.2870, -0.1218, -0.1028, 0.0007, -0.0459, -0.0205, 0.0010, -0.3458, -0.3387, 0.1009, 0.1081, 0.1113, 0.1207, 0.1183, 0.1252, 0.1235, 0.7804, -0.5864, -0.1304, -0.6110, 0.9765, -0.4258, -0.3020, -0.1462, -0.0235, -0.1039, -0.0011, 0.0353, -0.1501, 0.1095, 0.0530, 0.1223, 0.1121, 0.6031, -0.9840, 0.6543, 0.0106, 0.0126, 0.1065, -0.0396, -0.1041, -0.1193, -0.1522, 0.1808, 0.1330, 0.1182, 0.1343, 0.0023, -0.1634, 0.0071, -0.1382, 0.0750, 0.1080, 0.1083, 0.1018, 0.1095, 0.0786, 0.1087]
}

=====

{
  "formula": "C24H23BrN4O4",
  "method": "ωB97M-V with the def2-TZVPD basis set",
  "gap_ha": 0.2909,
  "smiles": "Cc1cccc(CNc2ccc([C@H](CC(N)=O)NC(=O)c3cccc(Br)c3)cc2[N+](=O)[O-])c1",
  "e_tot_ha": -4022.347608,
  "e_above_lowest_ev": 0.000,
  "elements": ["C", "C", "C", "C", "C", "C", "C", "N", "C", "C", "C", "C", "C", "C", "C", "N", "O", "N", "C", "O", "C", "C", "C", "C", "C", "Br", "C", "C", "C", "N", "O", "O", "C", "H", "H", "H", "H", "H", "H", "H", "H", "H", "H", "H", "H", "H", "H", "H", "H", "H", "H", "H", "H", "H", "H", "H"],
  "xyz": [[-0.913, -0.084, 6.169], [-0.823, 1.105, 5.262], [-1.920, 1.932, 5.057], [-1.833, 3.016, 4.202], [-0.650, 3.288, 3.539], [0.454, 2.469, 3.727], [1.754, 2.761, 3.008], [1.561, 3.235, 1.659], [1.013, 2.520, 0.664], [0.631, 1.172, 0.849], [0.091, 0.427, -0.164], [-0.107, 0.972, -1.441], [-0.716, 0.143, -2.547], [-2.181, -0.201, -2.239], [-2.717, -1.114, -3.335], [-3.174, -2.304, -2.891], [-2.741, -0.791, -4.502], [0.072, -1.061, -2.805], [-0.023, -2.254, -2.187], [-0.756, -2.497, -1.242], [0.872, -3.309, -2.759], [1.469, -4.217, -1.891], [2.279, -5.224, -2.384], [2.487, -5.347, -3.747], [1.868, -4.453, -4.606], [2.131, -4.631, -6.486], [1.064, -3.432, -4.131], [0.254, 2.279, -1.652], [0.804, 3.065, -0.631], [1.123, 4.402, -0.961], [0.939, 4.779, -2.104], [1.572, 5.145, -0.088], [0.357, 1.385, 4.586], [-1.708, 0.043, 6.899], [0.027, -0.244, 6.693], [-1.129, -0.980, 5.586], [-2.847, 1.727, 5.572], [-2.691, 3.655, 4.053], [-0.585, 4.137, 2.875], [2.294, 3.544, 3.547], [2.385, 1.864, 3.005], [1.758, 4.208, 1.446], [0.756, 0.727, 1.821], [-0.189, -0.598, 0.022], [-0.701, 0.716, -3.480], [-2.753, 0.727, -2.247], [-2.269, -0.672, -1.263], [-2.932, -2.633, -1.971], [-3.478, -2.982, -3.573], [0.770, -0.969, -3.526], [1.287, -4.120, -0.832], [2.748, -5.922, -1.709], [3.113, -6.132, -4.143], [0.570, -2.767, -4.825], [0.116, 2.746, -2.616], [1.217, 0.745, 4.737]],
  "lowdin_charge": [-0.0511, -0.2747, -0.0501, -0.0692, -0.0385, -0.2282, -0.1341, 0.0428, -0.1688, 0.0184, 0.0076, -0.1713, -0.2344, -0.0517, -0.5590, 0.1798, 0.0540, 0.1428, -0.4431, 0.0430, -0.1287, -0.0140, -0.0628, -0.1224, -0.6657, 0.7334, -0.0769, 0.0557, -0.0825, -0.3427, 0.0713, 0.0458, -0.0157, 0.0757, 0.0775, 0.0849, 0.1091, 0.1042, 0.1144, 0.1360, 0.1241, 0.1100, 0.1048, 0.1108, 0.1544, 0.1381, 0.1073, 0.0905, 0.1153, 0.1473, 0.1187, 0.1088, 0.1015, 0.1112, 0.1262, 0.1202]
}

=====

{
  "formula": "C24H23CeCl2N7O7S3",
  "method": "ωB97M-V with the def2-TZVPD basis set",
  "charge": 2,
  "gap_ha": 0.1845,
  "e_tot_ha": -4428.172798,
  "e_above_lowest_ev": 0.585,
  "elements": ["Ce", "O", "C", "O", "C", "O", "C", "C", "O", "O", "H", "H", "H", "H", "H", "N", "C", "N", "C", "C", "S", "C", "C", "S", "C", "N", "N", "H", "H", "H", "H", "H", "H", "Cl", "C", "Cl", "C", "O", "O", "H", "S", "C", "N", "C", "C", "C", "C", "H", "H", "H", "H", "H", "N", "C", "N", "C", "C", "C", "C", "C", "C", "H", "H", "H", "H", "H", "H"],
  "xyz": [[-1.188, 0.567, 0.166], [-5.374, -0.179, -1.568], [-4.181, -0.306, -1.049], [-3.694, 0.457, -0.229], [-3.432, -1.498, -1.588], [-2.207, -1.655, -0.895], [-2.250, -2.571, 0.228], [-1.475, -1.815, 1.293], [-0.307, -2.052, 1.534], [-2.071, -0.709, 1.699], [-5.809, 0.622, -1.234], [-3.215, -1.309, -2.641], [-4.046, -2.398, -1.524], [-1.749, -3.500, -0.039], [-3.275, -2.739, 0.557], [2.320, -0.553, 1.183], [1.706, 0.209, 2.096], [0.535, 0.820, 1.930], [0.198, 1.549, 3.080], [1.108, 1.504, 4.069], [2.448, 0.525, 3.613], [-1.074, 2.272, 3.096], [-1.552, 3.042, 4.093], [-3.056, 3.742, 3.639], [-2.958, 2.957, 2.116], [-1.886, 2.196, 1.964], [-3.928, 3.112, 1.198], [1.833, -0.971, 0.387], [3.164, -1.032, 1.452], [1.075, 1.983, 5.032], [-1.109, 3.258, 5.049], [-4.595, 3.855, 1.318], [-3.778, 2.804, 0.253], [-4.249, 3.185, -2.483], [-2.496, 3.181, -2.854], [-1.802, 4.775, -2.767], [-1.876, 2.217, -1.869], [-1.871, 0.988, -2.125], [-1.415, 2.632, -0.756], [-2.384, 2.787, -3.860], [1.210, -2.598, -1.354], [1.924, -3.943, -0.570], [1.626, -4.201, 0.727], [2.125, -5.236, 1.447], [2.993, -6.109, 0.869], [3.339, -5.897, -0.478], [2.821, -4.843, -1.182], [0.973, -3.552, 1.168], [1.785, -5.305, 2.470], [3.389, -6.936, 1.437], [4.024, -6.576, -0.968], [3.078, -4.674, -2.216], [2.113, 0.562, -3.051], [0.967, 0.232, -2.453], [0.810, 0.841, -1.288], [1.940, 1.666, -1.143], [2.280, 2.597, -0.161], [3.475, 3.268, -0.312], [4.320, 3.039, -1.411], [3.982, 2.144, -2.403], [2.774, 1.475, -2.241], [2.443, 0.172, -3.919], [0.260, -0.453, -2.894], [1.634, 2.805, 0.680], [3.766, 4.000, 0.429], [5.247, 3.589, -1.487], [4.619, 1.981, -3.261]],
  "lowdin_charge": [1.4498, 0.2075, -0.4455, 0.0312, -0.0471, -0.1872, -0.0362, -0.5775, 0.0814, -0.1085, 0.1556, 0.1661, 0.1653, 0.1449, 0.1561, 0.1438, -0.6704, -0.0278, -0.3043, -0.3036, 1.1405, -0.3041, -0.3051, 1.1494, -0.6392, 0.0025, 0.1412, 0.0099, 0.1170, 0.0922, 0.0919, 0.1182, 0.0437, 0.6849, -0.9689, 0.7146, -0.7060, -0.0531, -0.1055, 0.0869, 0.6792, -0.7092, 0.0600, -0.0493, -0.0373, -0.0223, -0.0746, 0.1047, 0.1369, 0.1192, 0.1252, 0.1109, 0.1749, -0.2112, -0.0031, -0.2039, -0.0090, -0.0510, -0.0546, 0.0098, -0.1677, 0.1812, 0.1231, 0.1101, 0.1147, 0.1162, 0.1229]
}

=====

{
  "formula": "C24H23CsFN3O6S2",
  "method": "ωB97M-V with the def2-TZVPD basis set",
  "charge": -2,
  "gap_ha": 0.1896,
  "e_tot_ha": -2460.573785,
  "e_above_lowest_ev": 0.197,
  "elements": ["Cs", "S", "C", "C", "C", "C", "C", "C", "C", "C", "C", "N", "H", "H", "H", "H", "H", "H", "C", "C", "C", "C", "C", "C", "C", "F", "C", "C", "C", "O", "C", "C", "N", "C", "C", "O", "O", "H", "H", "H", "H", "H", "H", "H", "H", "H", "H", "H", "C", "S", "O", "O", "O", "H", "H", "H", "N", "H", "H", "H"],
  "xyz": [[1.577, -1.082, 0.540], [7.268, 0.113, -0.840], [7.433, -1.585, -0.679], [6.227, -2.196, -0.499], [5.065, -1.341, -0.488], [5.496, -0.055, -0.664], [4.687, 1.160, -0.695], [5.239, 2.445, -0.537], [4.416, 3.551, -0.541], [3.045, 3.379, -0.691], [2.583, 2.082, -0.838], [3.363, 1.008, -0.850], [8.412, -2.043, -0.727], [6.167, -3.274, -0.377], [6.305, 2.555, -0.386], [4.836, 4.542, -0.407], [2.355, 4.213, -0.681], [1.518, 1.891, -0.957], [-6.094, -2.400, 0.145], [-5.959, -1.007, -0.462], [-6.617, 0.016, 0.455], [-6.492, 1.415, -0.121], [-5.044, 1.733, -0.369], [-4.583, 3.031, -0.327], [-3.242, 3.298, -0.567], [-2.838, 4.593, -0.519], [-2.345, 2.306, -0.838], [-2.788, 0.978, -0.881], [-1.773, -0.080, -1.175], [-0.607, 0.256, -1.362], [-2.317, -1.416, -1.253], [-3.645, -1.588, -1.052], [-4.555, -0.635, -0.691], [-4.138, 0.688, -0.642], [-1.546, -2.729, -1.545], [-2.188, -3.552, -2.231], [-0.430, -2.846, -1.009], [-7.132, -2.551, 0.446], [-5.460, -2.492, 1.028], [-5.832, -3.196, -0.548], [-6.485, -0.989, -1.427], [-6.136, -0.030, 1.437], [-7.665, -0.261, 0.587], [-6.925, 2.158, 0.552], [-7.054, 1.471, -1.060], [-5.259, 3.849, -0.106], [-1.298, 2.507, -1.018], [-4.021, -2.590, -1.193], [4.758, 0.286, 3.235], [3.088, -0.080, 3.731], [2.249, 0.845, 2.963], [3.034, 0.142, 5.172], [2.872, -1.476, 3.343], [4.954, 1.341, 3.421], [4.871, 0.058, 2.175], [5.437, -0.334, 3.817], [3.450, -4.283, -0.507], [3.461, -3.596, -1.257], [3.829, -3.747, 0.270], [2.472, -4.458, -0.299]],
  "lowdin_charge": [1.0480, 0.8758, -0.4982, -0.2755, -0.1579, -0.5601, -0.3216, -0.0604, -0.0974, -0.0903, -0.1713, 0.0339, 0.0334, 0.0631, 0.0714, 0.0929, 0.0873, 0.0843, -0.0513, -0.3197, -0.1596, -0.1423, -0.1495, 0.0274, -0.2648, 0.0390, 0.0700, -0.0342, -0.3255, -0.0311, -0.0212, 0.0088, 0.0084, -0.0854, -0.6841, -0.0580, -0.1273, 0.0768, 0.0985, 0.0754, 0.1521, 0.1338, 0.1138, 0.1135, 0.1218, 0.1213, 0.1290, 0.1185, -0.1588, 0.2928, -0.4737, -0.3976, -0.4860, 0.0540, 0.0403, 0.0542, 0.0028, -0.0090, -0.0212, -0.0092]
}

=====

| no. | M (u) |
| --- | --- |
| 1 | 767.67 |
| 2 | 497.47 |
| 3 | 847.59 |
| 4 | 511.38 |
| 5 | 828.71 |
| 6 | 665.50 |